Record 1
14
Properties=species:S:1:pos:R:3:lowdin_charge:R:1 method="wB97M-V/def2-TZVPD" orbital_gap_ev=7.8
C -0.0223 -1.1693 1.3271 -0.056
C -0.1971 -0.6548 -0.0979 -0.249
C -0.9775 0.5510 -0.2337 -0.111
C -1.1900 1.7311 -0.5299 0.251
N 1.2802 1.0122 -1.1619 0.060
C 1.2594 -0.2103 -0.7225 -0.623
O 2.0563 -1.1533 -0.6406 -0.033
H -0.9369 -1.6125 1.7345 0.077
H 0.3153 -0.3660 1.9895 0.092
H 0.7642 -1.9255 1.2816 0.082
H -0.5880 -1.4335 -0.7602 0.153
H -2.1385 0.9259 0.0464 0.200
H -1.4635 2.7406 -0.7678 0.111
H 2.2087 1.2097 -1.5285 0.046

---

Record 2
73
Properties=species:S:1:pos:R:3:lowdin_charge:R:1 method="wB97M-V/def2-TZVPD" orbital_gap_ev="4.1 / 4.2" total_charge=-1
Os 0.8563 -1.5941 2.5393 1.063
N -2.3023 -2.0341 5.3508 0.162
C -1.1412 -1.7461 4.6975 -0.536
O -0.6763 -2.5402 3.8862 -0.091
C -0.4716 -0.4437 5.0485 -0.241
C 0.8775 -0.3128 4.3222 -0.306
H -2.8411 -2.8173 5.0185 0.107
H -2.8008 -1.2981 5.8170 0.096
H -0.3813 -0.4033 6.1448 0.105
H -1.1496 0.3663 4.7554 0.093
H 1.6511 -0.7860 4.9360 0.027
H 1.1492 0.7396 4.2388 0.018
C 1.9108 -0.6694 1.2944 -0.408
Ge 2.0087 0.1400 -0.4140 0.848
C 0.9610 1.8439 -0.3820 -0.263
C 0.1831 2.3291 -1.4283 -0.116
C -0.4712 3.5512 -1.3262 -0.113
C -0.3315 4.3205 -0.1801 -0.121
C 0.4575 3.8582 0.8675 -0.103
C 1.0848 2.6255 0.7667 -0.121
C 3.7481 0.9689 -0.9107 -0.264
C 4.6297 1.3076 0.1142 -0.113
C 5.7824 2.0366 -0.1400 -0.101
C 6.0796 2.4359 -1.4363 -0.116
C 5.2070 2.1156 -2.4663 -0.109
C 4.0457 1.4029 -2.2008 -0.121
C 1.3250 -1.0903 -1.8264 -0.247
C 0.2324 -1.8702 -1.4415 -0.159
C -0.3052 -2.8280 -2.2863 -0.092
C 0.2628 -3.0490 -3.5349 -0.107
C 1.3785 -2.3175 -3.9132 -0.110
C 1.9052 -1.3501 -3.0665 -0.111
H 0.0835 1.7432 -2.3372 0.093
H -1.0897 3.9069 -2.1432 0.091
H -0.8359 5.2771 -0.1051 0.089
H 0.5713 4.4580 1.7637 0.094
H 1.6809 2.2357 1.5868 0.090
H 4.3962 0.9909 1.1261 0.092
H 6.4539 2.2956 0.6704 0.094
H 6.9823 2.9987 -1.6422 0.090
H 5.4321 2.4281 -3.4799 0.092
H 3.3579 1.1990 -3.0145 0.083
H -0.1725 -1.7308 -0.4419 0.048
H -1.1605 -3.4132 -1.9691 0.107
H -0.1514 -3.7959 -4.2017 0.091
H 1.8434 -2.5006 -4.8757 0.092
H 2.7853 -0.8036 -3.3859 0.076
C 1.5132 -4.3461 1.1761 -0.115
C 1.8134 -3.3680 2.3085 -0.618
O 2.5964 -3.7139 3.1859 -0.105
H 1.8741 -5.3482 1.4322 0.056
H 2.0282 -3.9971 0.2768 0.058
H 0.4444 -4.3689 0.9654 0.048
C -5.0857 0.7270 -3.9799 -0.058
C -4.5100 0.3843 -2.6342 -0.276
C -3.2161 -0.1190 -2.5139 -0.023
C -2.6704 -0.4227 -1.2807 -0.047
C -3.4132 -0.2161 -0.1295 -0.395
C -4.7205 0.2563 -0.2287 -0.093
C -5.2555 0.5536 -1.4670 -0.055
S -2.7642 -0.6372 1.4786 0.919
C -2.2360 1.0559 1.9797 -0.201
O -1.4767 -1.3739 1.2890 -0.611
H -4.2942 0.8379 -4.7204 0.073
H -5.6545 1.6569 -3.9429 0.075
H -5.7602 -0.0577 -4.3314 0.080
H -2.6251 -0.2723 -3.4101 0.117
H -1.6671 -0.8198 -1.1996 0.069
H -5.3025 0.4011 0.6752 0.105
H -6.2723 0.9253 -1.5366 0.109
H -2.2362 1.7000 1.1069 0.046
H -1.2232 0.9481 2.3718 0.032
H -2.9269 1.4337 2.7339 0.042

---

Record 3
11
Properties=species:S:1:pos:R:3:lowdin_charge:R:1 method="wB97M-V/def2-TZVPD" orbital_gap_ev=7.3 total_charge=-1
O -0.6395 1.0398 -0.0726 -0.666
O 1.1616 -0.1332 -1.2994 -0.666
O 1.5827 0.1080 0.9944 -0.646
Si -1.8547 0.1342 0.3457 0.351
Si 2.0369 -1.2497 -0.2425 0.421
S 1.1443 0.9833 -0.2105 0.650
H -2.4740 -0.2753 -1.0250 -0.074
H -3.2930 0.9211 0.8868 -0.075
H -1.3899 -0.8779 1.3453 -0.067
H 0.8364 -2.0176 -0.0818 -0.158
H 2.8891 1.3673 -0.6404 -0.071

---

We obtain ΔE to the lowest compared entry with this formula, charge and spin values of 512.2, 294.7, 219.1 kJ/mol for the records listed above, in that order.